Entry 1:
Molecular formula: C37H69N7O4
Method: DFT, wB97M-V/def2-TZVPD

Results
Kohn-Sham gap (spin up / spin down) = 5.64 / 6.43 eV
HOMO energy (spin up / spin down) = -10.0 / -10.8 eV
LUMO energy (spin up / spin down) = -4.32 / -4.32 eV

Structure (ORCA input):
```
! RIJCOSX wB97M-V def2-TZVPD def2/J DEFGRID3
* xyz 1 4
C 0.5591 -7.4851 -0.0703
C 0.8237 -6.2348 -0.9175
N 1.1437 -6.3122 -2.1362
C 0.6639 -4.8748 -0.2230
C -0.7193 -4.8553 0.3794
C -1.8767 -5.0561 -0.3808
C -3.0886 -5.0464 0.2686
N -4.2861 -5.2808 -0.4439
C -5.1257 -4.0548 -0.5522
C -4.9847 -6.3891 0.2212
C -4.8382 -7.7472 -0.4600
O -5.6050 -6.2840 1.2472
C -3.0602 -4.8169 1.6882
N -1.9780 -4.6223 2.3750
N -0.8723 -4.6709 1.6710
H -0.5170 -7.7029 -0.1648
H 1.1064 -8.3586 -0.4257
H 0.7339 -7.3153 0.9997
H 1.2009 -7.2910 -2.4177
H 0.8129 -4.0605 -0.9354
H 1.4332 -4.8584 0.5620
H -1.8170 -5.2138 -1.4537
H -4.5544 -3.1253 -0.5057
H -5.5938 -4.0843 -1.5432
H -5.9522 -4.0565 0.1690
H -5.1055 -7.6287 -1.5140
H -3.7953 -8.0813 -0.3704
H -5.4668 -8.4716 0.0584
H -4.0087 -4.8054 2.2204
H -0.0057 -4.5400 2.1930
C -4.4510 2.4324 -1.8218
C -4.9404 1.1809 -2.6013
C -5.8453 1.5676 -3.7852
C -7.3006 1.8638 -3.4347
C -7.8784 0.7531 -2.5631
C -7.0337 0.5072 -1.3122
N -5.5995 0.2371 -1.6482
O -5.5195 -0.9664 -2.1402
C -7.1813 1.7306 -0.3847
C -7.6367 -0.6432 -0.5044
C -3.6571 0.6100 -3.2133
H -4.9333 2.5725 -0.8594
H -3.3902 2.3501 -1.5774
H -4.5849 3.3476 -2.3992
H -5.8490 0.7456 -4.5090
H -5.4168 2.4231 -4.3099
H -7.3823 2.8362 -2.9418
H -7.8837 1.9436 -4.3542
H -8.8987 1.0135 -2.2745
H -7.9524 -0.1637 -3.1567
H -6.5610 1.6261 0.5074
H -8.2163 1.8271 -0.0560
H -6.9368 2.6747 -0.8658
H -7.7176 -1.5642 -1.0817
H -8.6438 -0.3857 -0.1778
H -7.0415 -0.8472 0.3889
H -2.9833 0.2303 -2.4423
H -3.1333 1.3950 -3.7598
H -3.8545 -0.1965 -3.9191
C 3.3814 1.4338 2.1263
C 2.8231 0.1525 1.4497
C 1.8564 0.4915 0.3002
C 0.4290 0.8377 0.7173
C -0.1143 -0.2112 1.6835
C 0.8003 -0.4032 2.8951
N 2.2027 -0.7207 2.4908
O 2.2273 -1.9550 2.0658
C 0.7230 0.8733 3.7569
C 0.2365 -1.4931 3.8001
C 4.0564 -0.4784 0.7952
H 2.9616 1.6394 3.1059
H 4.4508 1.3458 2.3144
H 3.2317 2.3194 1.5075
H 1.7947 -0.3702 -0.3748
H 2.2686 1.3067 -0.2963
H 0.3930 1.8368 1.1582
H -0.2068 0.8782 -0.1704
H -1.1120 0.0844 2.0166
H -0.2384 -1.1599 1.1462
H 1.3936 0.8100 4.6149
H -0.2897 1.0054 4.1397
H 0.9509 1.7836 3.2081
H 0.1123 -2.4436 3.2797
H -0.7479 -1.2134 4.1754
H 0.8766 -1.6620 4.6677
H 4.7684 -0.8292 1.5437
H 4.5599 0.2646 0.1756
H 3.8028 -1.3184 0.1480
C 8.7256 3.8599 0.0558
C 7.2183 3.6037 0.3294
C 6.4224 3.4467 -0.9791
C 6.0296 4.7474 -1.6733
C 5.3878 5.7115 -0.6803
C 6.2826 5.9645 0.5337
N 6.6884 4.6905 1.2067
O 5.6548 4.2341 1.8555
C 7.5072 6.7778 0.0661
C 5.5691 6.9002 1.5104
C 7.2023 2.2304 1.0058
H 9.0416 4.8821 0.2371
H 9.3501 3.2666 0.7257
H 9.0023 3.6004 -0.9671
H 5.4947 2.9026 -0.7642
H 6.9811 2.8180 -1.6752
H 6.9010 5.1984 -2.1553
H 5.3220 4.5286 -2.4765
H 5.1703 6.6563 -1.1829
H 4.4224 5.3048 -0.3611
H 8.2032 6.9488 0.8889
H 7.1887 7.7529 -0.3036
H 8.0510 6.3156 -0.7550
H 4.6063 6.5099 1.8382
H 5.3758 7.8621 1.0352
H 6.1835 7.0848 2.3934
H 7.6762 2.2649 1.9880
H 7.7525 1.5151 0.3923
H 6.1938 1.8396 1.1293
*
```

---

Entry 2:
Molecular formula: C8H11N3O3
Method: DFT, wB97M-V/def2-TZVPD

Results
Kohn-Sham gap = 8.65 eV
HOMO energy = -8.6 eV
LUMO energy = 0.05 eV

Structure (ORCA input):
```
! RIJCOSX wB97M-V def2-TZVPD def2/J DEFGRID3
* xyz 0 1
C -0.6965 2.0800 -1.6758
C -0.8998 2.2187 -0.3188
C 0.4838 0.5074 -0.7098
C -2.3662 2.5349 0.2491
C 1.4889 -0.6149 -0.4965
C 0.2384 1.2015 1.6275
C 1.5611 -2.9845 0.1700
C -0.5476 -1.7279 0.3387
N 0.2495 1.0255 -1.9003
N -0.1679 1.1522 0.2516
N 0.8517 -1.6886 0.0892
O -2.9646 1.4522 0.0713
O -2.5467 3.6473 0.6852
O 2.6244 -0.5258 -0.9227
H -1.1910 2.7362 -2.4019
H -0.2263 2.0219 2.1227
H -0.0642 0.2930 2.0999
H 1.3463 1.2816 1.7191
H 1.7538 -2.9887 1.1831
H 0.9401 -3.8168 -0.1895
H 2.4728 -2.7978 -0.5167
H -0.6532 -2.4517 1.2356
H -1.1615 -0.8500 0.4167
H -1.0104 -2.2815 -0.4133
H 0.4851 0.5759 -2.7144
*
```

---

Entry 3:
Molecular formula: C45H50GeN2O9P2Si2W
Method: DFT, wB97M-V/def2-TZVPD

Results
Kohn-Sham gap (spin up / spin down) = 5.84 / 5.83 eV
HOMO energy (spin up / spin down) = -7.2 / -7.1 eV
LUMO energy (spin up / spin down) = -1.31 / -1.31 eV

Structure (ORCA input):
```
! RIJCOSX wB97M-V def2-TZVPD def2/J DEFGRID3
* xyz 0 1
W 0.3439 -0.0506 0.0217
C -0.5869 4.8520 -2.0942
C -0.4786 3.4429 -1.5524
O 0.8562 2.9822 -1.4382
P -1.1782 3.2370 0.1289
O -0.5882 4.3179 1.1161
O -2.6866 3.6166 0.0728
O -0.9168 1.8473 0.6368
P -1.4696 2.1229 -2.4028
O -0.9964 2.2434 -3.9429
O -2.9182 2.4183 -2.2554
O -0.9121 0.8373 -1.8438
H -0.0533 5.5448 -1.4444
H -1.6322 5.1476 -2.1313
H -0.1585 4.9022 -3.0949
H 1.1599 2.7045 -2.3172
H 0.2439 4.0322 1.5122
H -3.1066 3.1690 -0.7063
H -1.7513 2.3649 -4.5188
C -3.5306 0.0194 0.1538
Si -1.9564 -1.1108 -0.0950
C -2.4050 -2.0976 -1.7143
C -2.2301 -2.2154 1.4791
C -3.2054 -3.2012 1.5769
C -3.4710 -3.8469 2.7730
C -2.7535 -3.5051 3.9059
C -1.7651 -2.5417 3.8203
C -1.4808 -1.8972 2.6219
Si -0.1028 -0.5414 2.5003
C 1.3074 -1.2536 3.6401
C -0.8538 0.8303 3.6878
H -4.4171 -0.5803 0.3476
H -3.7257 0.6302 -0.7234
H -3.3947 0.6840 1.0059
H -3.3305 -2.6599 -1.6285
H -1.6220 -2.8027 -1.9834
H -2.5253 -1.4045 -2.5445
H -3.7752 -3.4724 0.7004
H -4.2344 -4.6126 2.8297
H -2.9480 -3.9972 4.8488
H -1.1947 -2.2887 4.7015
H 1.0072 -1.3191 4.6813
H 2.2029 -0.6398 3.5955
H 1.5811 -2.2520 3.3131
H -0.0837 1.4237 4.1750
H -1.4634 0.3819 4.4671
H -1.4978 1.5066 3.1328
C 2.9729 2.9675 2.0134
C 1.8310 2.2513 1.6755
N 1.7370 1.4722 0.5628
C 2.8341 1.4631 -0.2650
C 4.0248 2.1971 -0.0115
C 4.0766 2.9567 1.1886
C 5.0690 2.1373 -0.9473
C 4.9447 1.4290 -2.1270
C 3.7726 0.7151 -2.4204
C 3.5293 0.0256 -3.6369
C 2.3181 -0.6260 -3.8119
C 1.3699 -0.6380 -2.8070
N 1.5592 0.0227 -1.6238
C 2.7321 0.7052 -1.4561
H 2.9840 3.5319 2.9342
H 0.9651 2.2502 2.3237
H 4.9651 3.5173 1.4297
H 5.9874 2.6692 -0.7397
H 5.7459 1.4253 -2.8526
H 4.2701 0.0403 -4.4211
H 2.1021 -1.1245 -4.7450
H 0.4212 -1.1589 -2.9070
O 1.2065 -2.4180 -0.5787
C 2.3064 -2.0098 -0.1095
O 2.2865 -1.0376 0.6948
C 3.6361 -2.5676 -0.5462
C 3.4681 -3.5418 -1.6898
Ge 2.2379 -5.0729 -1.2396
C 0.4420 -5.0217 -2.0607
C 0.3301 -4.7521 -3.4181
C -0.8926 -4.8438 -4.0583
C -2.0213 -5.2090 -3.3435
C -1.9231 -5.4641 -1.9867
C -0.6977 -5.3670 -1.3506
C 2.1732 -5.7550 0.6355
C 1.6219 -7.0291 0.7449
C 1.5764 -7.6945 1.9544
C 2.1089 -7.1014 3.0872
C 2.6630 -5.8374 2.9966
C 2.6853 -5.1660 1.7831
C 3.1935 -6.5714 -2.1696
C 2.6487 -7.3090 -3.2120
C 3.3810 -8.2962 -3.8499
C 4.6789 -8.5656 -3.4532
C 5.2309 -7.8560 -2.3998
C 4.4922 -6.8711 -1.7711
H 4.1312 -3.0346 0.3070
H 4.2593 -1.7099 -0.8264
H 4.4395 -3.9444 -1.9796
H 3.0572 -3.0147 -2.5523
H 1.2150 -4.4754 -3.9778
H -0.9658 -4.6343 -5.1165
H -2.9734 -5.2957 -3.8460
H -2.8015 -5.7461 -1.4253
H -0.6265 -5.5617 -0.2907
H 1.2300 -7.5047 -0.1457
H 1.1353 -8.6792 2.0124
H 2.0934 -7.6243 4.0329
H 3.0869 -5.3721 3.8761
H 3.1062 -4.1711 1.7525
H 1.6339 -7.1082 -3.5298
H 2.9409 -8.8548 -4.6641
H 5.2548 -9.3314 -3.9537
H 6.2402 -8.0687 -2.0753
H 4.9292 -6.3226 -0.9449
*
```

---

Entry 4:
Molecular formula: C22H22N3O3PdS4
Method: DFT, wB97M-V/def2-TZVPD

Results
Kohn-Sham gap = 6.03 eV
HOMO energy = -3.6 eV
LUMO energy = 2.48 eV

Structure (ORCA input):
```
! RIJCOSX wB97M-V def2-TZVPD def2/J DEFGRID3
* xyz -1 1
Pd -0.5719 -0.2237 0.4180
C 3.5662 3.5854 4.7281
O 3.2090 4.4853 3.6769
C 1.8822 4.8550 3.7376
C 1.4483 5.8100 4.6361
C 0.1035 6.1516 4.7042
C -0.7968 5.5091 3.8700
C -0.3662 4.5561 2.9580
C 0.9859 4.2311 2.8599
N 1.4927 3.3209 1.9339
C 0.6200 2.4384 1.2639
N 0.0100 3.0194 0.2222
C -1.1275 2.5983 -0.5034
C -1.5798 1.2784 -0.5387
C -2.7751 1.0919 -1.2486
C -3.4331 2.1059 -1.9225
C -2.9173 3.3978 -1.9212
C -1.7713 3.6331 -1.1947
O -1.2060 4.9071 -1.1583
C -1.9485 5.8239 -0.3682
N 0.4193 1.2160 1.6284
C 1.0563 0.7874 2.8291
C 0.2855 0.4432 3.9318
C 0.8783 -0.0377 5.0868
C 2.2557 -0.1995 5.1442
C 3.0351 0.1387 4.0508
C 2.4436 0.6352 2.8989
O 3.2511 1.0941 1.8820
C 3.3467 0.2298 0.7357
H 4.5731 3.2336 4.5138
H 2.8835 2.7329 4.7622
H 3.5513 4.0966 5.6947
H 2.1805 6.2775 5.2832
H -0.2344 6.9000 5.4084
H -1.8525 5.7426 3.9275
H -1.0841 4.0472 2.3281
H 2.4032 2.9395 2.1517
H 0.3182 3.9561 0.0124
H -3.2075 0.0992 -1.3008
H -4.3415 1.8852 -2.4705
H -3.3853 4.2085 -2.4656
H -1.4063 6.7681 -0.3789
H -2.0395 5.4715 0.6631
H -2.9508 5.9739 -0.7777
H -0.7903 0.5285 3.8478
H 0.2610 -0.3090 5.9330
H 2.7225 -0.5943 6.0378
H 4.1126 0.0321 4.0683
H 4.0364 0.7222 0.0534
H 2.3770 0.0848 0.2606
H 3.7301 -0.7463 1.0346
S 0.5163 -1.9752 1.6889
S -0.1369 -3.7897 0.9229
S -0.2034 -3.2951 -1.0651
S -1.5236 -1.7188 -1.0321
*
```

---

| no. | electronic energy (eV) |
| --- | --- |
| 1 | -58095.9450 |
| 2 | -19084.9690 |
| 3 | -161566.2507 |
| 4 | -80607.7187 |